(1)
The following is a quantum chemistry calculation of a 2-piece molecular cluster, C3H8NP overall, from the Open Molecules 2025 dataset.

The geometry in XYZ format:
```
13
Properties=species:S:1:pos:R:3
P 2.311 0.371 -0.136
N 1.642 -1.019 0.016
C -0.882 -0.815 0.204
C -1.072 0.528 0.554
C -1.373 0.081 -0.844
H 1.587 1.214 -0.868
H 2.171 1.168 1.022
H -0.772 0.202 -1.760
H -0.203 1.065 0.721
H -1.911 0.893 1.141
H -2.442 -0.163 -1.019
H 2.237 -1.682 0.478
H -1.294 -1.844 0.490
```

As for the energy relative to the best compared isomer or geometry (same formula, charge and spin): 475.1 kJ/mol. The total energy comes out at -514.99939 Ha. The total charge is 0. Its HOMO energy (spin up / spin down) is -7.714 / -8.219 eV. The HOMO-LUMO gap (spin up / spin down) is 0.2562 / 0.3222 hartree. For the LUMO energy (spin up / spin down), the calculation gives -0.74 / 0.55 eV.

***

(2)
The following is a quantum chemistry calculation of a 2-piece molecular cluster, C3H8NP overall, from the Open Molecules 2025 dataset.

The geometry in XYZ format:
```
13
Properties=species:S:1:pos:R:3
P 1.666 -0.058 -0.302
N -0.747 -0.513 -0.468
C -1.341 -1.654 0.123
C -1.330 0.598 -0.445
C 2.489 1.109 0.604
H -0.832 -2.487 -0.190
H -0.694 1.405 -0.746
H 3.188 0.904 1.433
H -1.233 -1.560 1.218
H -2.391 -1.632 -0.243
H 2.440 2.098 0.307
H -2.341 0.918 -0.191
H 1.128 0.874 -1.099
```

As for the energy relative to the best compared isomer or geometry (same formula, charge and spin): 238.4 kJ/mol. The total energy comes out at -515.08954 Ha. The total charge is 0. Its HOMO energy is -8.318 eV. The HOMO-LUMO gap is 0.3298 hartree. For the LUMO energy, the calculation gives 0.66 eV.

***

(3)
The following is a quantum chemistry calculation of one molecule with the formula C3H8NP, from the Open Molecules 2025 dataset.

The geometry in XYZ format:
```
13
Properties=species:S:1:pos:R:3
P 1.676 0.368 0.353
N 2.324 -0.613 -0.716
C -0.916 1.144 0.759
C -0.040 0.330 -0.237
C -0.519 -1.123 -0.278
H 0.150 -1.635 -0.992
H -0.655 2.278 0.827
H -0.672 -1.631 0.728
H 3.300 -0.810 -0.743
H -0.790 0.831 1.804
H -1.925 1.193 0.384
H -1.630 -1.081 -0.616
H -0.303 0.751 -1.274
```

As for the energy relative to the best compared isomer or geometry (same formula, charge and spin): 51.4 kJ/mol. The total energy comes out at -515.16075 Ha. The total charge is 0. Its HOMO energy is -8.946 eV. The HOMO-LUMO gap is 0.3223 hartree. For the LUMO energy, the calculation gives -0.18 eV.

***

What is the formula in the second record?
C3H8NP

***

Among the records above, which one has the lowest energy relative to the best compared isomer or geometry (same formula, charge and spin)?
number 3